[1]
DFT (ωB97M-V/def2-TZVPD) results for a 2-piece molecular cluster, C14H28BrN2O4 overall in a non-equilibrium geometry.

Output
M	368.29	g mol⁻¹
HOMO-LUMO gap	3.345	eV
spin multiplicity	1
E	-96180.8148	eV
E_HOMO	-1.263	eV
total charge	-1

Last column: Löwdin charge in e.
Element x y z (Å)
O: -2.30753 -2.31927 -3.99705  0.027
C: -2.34096 -1.97447 -2.80117  -0.563
N: -1.92079 -0.58356 -2.47478  -0.320
Br: -0.11102 -0.44948 -3.04851  0.725
O: -2.74667 -2.89178 -1.80505  -0.040
C: -1.60630 -3.13899 -0.89450  -0.164
C: -1.37238 -4.68271 -0.60448  -0.155
C: -0.59303 -5.48673 -1.74917  -0.175
C: 0.27414 -4.59100 -2.74190  -0.251
O: 1.48617 -4.07643 -2.11699  -0.111
H: -2.43492 0.06288 -3.09780  0.069
H: -0.68408 -2.56150 -1.21727  0.084
H: -1.92844 -2.66697 0.10316  0.146
H: -0.87960 -4.84860 0.40362  0.117
H: -2.41743 -5.15872 -0.53189  0.117
H: -1.29448 -6.12126 -2.39226  0.111
H: 0.14820 -6.18213 -1.21225  0.113
H: -0.31622 -3.76920 -3.27287  0.098
H: 0.64915 -5.29669 -3.56771  0.123
H: 1.27604 -3.30345 -1.55604  0.072
C: 2.78528 1.57408 0.71067  -0.054
C: 1.70802 1.77935 1.79552  -0.518
C: 1.74115 3.24373 2.28636  -0.166
C: 1.21896 4.27467 1.29071  -0.199
C: 0.17717 3.71430 0.32530  -0.161
C: -0.56108 2.45466 0.82852  -0.532
N: 0.43609 1.43081 1.14188  -0.230
O: -0.12728 0.23464 1.58536  -0.334
C: -1.42252 1.95846 -0.34761  -0.078
C: -1.50468 2.83430 1.98759  -0.046
C: 2.10960 0.91786 3.01066  -0.071
H: 2.80818 0.53447 0.37382  0.076
H: 3.78767 1.81978 1.08856  0.065
H: 2.60507 2.19896 -0.16736  0.063
H: 1.15258 3.32847 3.20629  0.097
H: 2.76330 3.52275 2.57678  0.105
H: 0.79422 5.11756 1.84794  0.097
H: 2.05188 4.69027 0.71320  0.097
H: -0.53907 4.50601 0.07378  0.105
H: 0.68255 3.47557 -0.61770  0.102
H: -0.79264 1.63102 -1.17901  0.021
H: -2.07656 2.75659 -0.72185  0.069
H: -2.06505 1.12212 -0.06069  0.064
H: -2.22356 3.59799 1.66348  0.067
H: -0.97557 3.23983 2.85381  0.064
H: -2.08709 1.97542 2.33036  0.067
H: 3.09330 1.22148 3.38984  0.067
H: 2.18478 -0.14154 2.75682  0.067
H: 1.39543 1.02646 3.83190  0.072

=====

[2]
DFT (ωB97M-V/def2-TZVPD) results for a 2-piece molecular cluster, C14H28BrN4O3P2 overall in a non-equilibrium geometry.

Output
M	442.25	g mol⁻¹
HOMO-LUMO gap	5.414	eV
spin multiplicity	1
E	-115685.2062	eV
E_HOMO	-10.118	eV
total charge	+1

Last column: Löwdin charge in e.
Element x y z (Å)
C: -3.72392 2.80827 2.56769  -0.270
P: -4.55940 1.29909 1.92064  0.953
C: -5.69973 0.61264 3.24356  -0.264
C: -3.33580 -0.07474 1.62212  -0.254
C: -2.64183 -0.75206 2.60099  -0.106
N: -1.81544 -1.75559 2.29192  -0.438
Br: -0.97030 -2.63432 3.70915  0.935
C: -1.60803 -2.15468 1.04104  -0.093
C: -2.24409 -1.54006 -0.00384  0.024
C: -3.10996 -0.48854 0.29502  -0.098
C: -3.81564 0.17176 -0.87262  -0.488
O: -3.87680 1.36346 -1.02677  0.127
O: -4.37770 -0.67657 -1.79087  0.110
H: -2.82807 3.09007 2.00776  0.048
H: -3.53491 2.76792 3.65036  0.040
H: -4.44568 3.62514 2.42890  0.045
H: -6.61746 1.19638 3.16464  0.039
H: -5.20765 0.72392 4.21718  0.033
H: -5.84892 -0.44303 2.99723  0.039
H: -2.77965 -0.50348 3.64871  0.128
H: -0.95103 -2.99336 0.82770  0.138
H: -2.09110 -1.87206 -1.02470  0.146
H: -4.11853 -0.31592 -2.65246  0.139
O: 1.70497 1.35226 0.37143  -0.298
P: 2.34612 0.18963 -0.36037  0.725
N: 3.69390 1.04771 -0.99354  -0.348
C: 4.03154 1.44096 -2.34192  -0.129
C: 4.68782 1.45697 -0.01244  -0.123
N: 1.04770 -0.07987 -1.45952  -0.294
C: 1.16528 -0.19362 -2.90189  -0.129
C: -0.21188 0.58695 -1.14874  -0.153
N: 3.01103 -1.37861 -0.84867  -0.294
C: 2.90538 -2.31643 0.29532  -0.141
C: 4.26796 -1.62634 -1.53839  -0.115
H: 5.03709 1.09177 -2.61272  0.084
H: 4.02814 2.53268 -2.45395  0.090
H: 3.36076 1.04089 -3.09613  0.050
H: 5.25184 0.59105 0.36680  0.071
H: 4.22359 1.96156 0.83768  0.073
H: 5.40879 2.15264 -0.44127  0.086
H: 1.30322 0.78418 -3.37555  0.084
H: 0.25583 -0.62874 -3.32688  0.079
H: 1.96993 -0.86006 -3.20837  0.073
H: -0.17961 1.65001 -1.41401  0.102
H: -0.44720 0.49655 -0.09199  0.057
H: -1.04059 0.12520 -1.69428  0.062
H: 3.58957 -2.04183 1.10336  0.081
H: 3.11375 -3.34514 -0.00284  0.079
H: 1.88352 -2.30215 0.69501  0.056
H: 5.14265 -1.24084 -1.00643  0.084
H: 4.24516 -1.23732 -2.55382  0.071
H: 4.40537 -2.70428 -1.64923  0.091

=====

[3]
DFT (ωB97M-V/def2-TZVPD) results for one molecule with the formula C14H28N2O.

Output
M	240.39	g mol⁻¹
HOMO-LUMO gap	9.564	eV
energy relative to the best compared isomer or geometry (same formula, charge and spin)	0.0000	eV
spin multiplicity	1
E	-20000.8994	eV
E_HOMO	-8.763	eV

Last column: Löwdin charge in e.
Element x y z (Å)
C: 0.16069 -2.79355 3.04938  -0.113
N: 0.69681 -3.02982 1.72542  -0.285
C: 0.12231 -4.22387 1.14282  -0.105
C: 0.53861 -1.86335 0.87329  -0.232
C: 1.41445 -1.94264 -0.38630  -0.153
C: 0.63306 -2.20621 -1.67799  -0.182
N: -0.18814 -1.07820 -2.05654  0.059
C: 0.20104 -0.17644 -2.99004  -0.512
O: 1.19809 -0.31989 -3.66485  0.064
C: -0.71860 1.02566 -3.11928  -0.101
C: -0.15659 2.20866 -2.31921  -0.156
C: -0.11810 1.98852 -0.80274  -0.340
C: -1.51759 1.98106 -0.18378  -0.166
C: -1.44850 1.75944 1.32489  -0.198
C: -0.60160 2.84099 1.98692  -0.207
C: 0.79536 2.86484 1.37558  -0.200
C: 0.71694 3.08276 -0.13256  -0.170
H: 0.34923 -3.66829 3.66966  0.081
H: -0.92404 -2.59698 3.04394  0.087
H: 0.66634 -1.93884 3.49671  0.082
H: 0.61310 -4.44475 0.19794  0.074
H: 0.29015 -5.06189 1.81762  0.084
H: -0.96254 -4.12954 0.96738  0.091
H: 0.84312 -0.99793 1.46710  0.104
H: -0.52289 -1.71707 0.59452  0.114
H: 1.95906 -1.00609 -0.51698  0.110
H: 2.15365 -2.73003 -0.24109  0.114
H: 1.33416 -2.36119 -2.50123  0.120
H: -0.00547 -3.08797 -1.57747  0.113
H: -0.97354 -0.85979 -1.46506  0.121
H: -0.75024 1.30603 -4.17300  0.121
H: -1.72968 0.77969 -2.79393  0.105
H: -0.75349 3.09796 -2.53614  0.120
H: 0.85971 2.39506 -2.67342  0.121
H: 0.36462 1.02716 -0.59779  0.126
H: -2.13498 1.20103 -0.63544  0.102
H: -2.00135 2.94006 -0.38529  0.124
H: -2.45649 1.76556 1.74619  0.110
H: -1.00694 0.78093 1.52938  0.096
H: -0.53706 2.65888 3.06178  0.108
H: -1.07735 3.81334 1.84010  0.113
H: 1.38905 3.65845 1.83384  0.108
H: 1.29661 1.91492 1.57799  0.109
H: 1.72349 3.08652 -0.55619  0.117
H: 0.26553 4.05682 -0.33611  0.123

=====

[4]
DFT (ωB97M-V/def2-TZVPD) results for a 3-piece molecular cluster, C14H28N4O6P overall in a non-equilibrium geometry.

Output
M	379.37	g mol⁻¹
HOMO-LUMO gap	6.068	eV
energy relative to the best compared isomer or geometry (same formula, charge and spin)	8.0624	eV
spin multiplicity	1
E	-42489.6190	eV
E_HOMO	-11.396	eV
total charge	+1

Last column: Löwdin charge in e.
Element x y z (Å)
N: 1.35312 -5.60117 2.15830  -0.344
P: 2.10799 -5.29293 0.72713  0.732
C: 1.68361 -3.44144 0.29234  -0.201
N: 2.77715 -2.44942 0.48162  0.043
N: 2.50827 -1.14747 0.18657  -0.041
C: 1.24262 -0.47768 -0.29454  0.095
C: -0.09889 -1.45081 -0.52494  0.101
C: 0.13683 -3.08132 -0.23370  -0.037
C: -1.05802 -4.18113 -0.44345  -0.165
C: -2.30868 -3.70858 0.53664  -0.220
C: -3.45097 -4.86085 0.77061  -0.191
C: -4.32315 -4.38605 2.11617  -0.259
N: -5.22029 -3.18038 1.78257  -0.062
H: 2.06442 -5.84234 2.89143  -0.024
H: 3.54514 -5.47210 0.97575  0.025
H: 1.71500 -6.19331 -0.32641  0.009
H: 3.32074 -0.47067 0.33185  0.181
H: 1.21798 0.69652 -0.49830  0.143
H: -1.12264 -1.00564 -0.87500  0.121
H: -0.67043 -5.22958 -0.09829  0.097
H: -1.44269 -4.26397 -1.56293  0.148
H: -2.81810 -2.71372 0.18969  0.110
H: -1.81278 -3.50434 1.60021  0.130
H: -4.25359 -4.88836 -0.11260  0.123
H: -2.95290 -5.91346 0.90468  0.117
H: -5.02587 -5.23378 2.52529  0.118
H: -3.60262 -3.99316 2.97922  0.123
H: -5.58443 -3.26085 0.80701  0.063
H: -4.70050 -2.27963 1.91772  0.064
C: -4.10713 3.23465 -3.42219  -0.047
O: -2.83254 3.87307 -3.46884  -0.001
C: -1.88546 3.28619 -2.69421  -0.557
O: -2.04256 2.29776 -1.99462  0.085
O: -0.73345 3.98972 -2.83263  0.001
C: 0.35910 3.48275 -2.06870  -0.058
H: -4.78589 3.78691 -4.07782  0.099
H: -4.03675 2.20512 -3.78804  0.098
H: -4.51416 3.25891 -2.40616  0.100
H: 0.60792 2.46320 -2.38038  0.083
H: 0.13063 3.51698 -0.99856  0.097
H: 1.22714 4.12097 -2.25552  0.100
C: 3.46701 7.38090 0.31413  -0.046
O: 4.18147 6.61397 1.28144  -0.002
C: 4.11149 5.27202 1.09240  -0.557
O: 3.50830 4.70466 0.19498  0.088
O: 4.82869 4.67076 2.07492  -0.001
C: 4.84424 3.24642 2.00230  -0.060
H: 3.59175 8.43847 0.56222  0.099
H: 3.87304 7.21225 -0.68858  0.100
H: 2.39872 7.14354 0.34565  0.098
H: 5.30521 2.91255 1.06711  0.095
H: 3.83101 2.84378 2.10137  0.089
H: 5.44591 2.87206 2.83510  0.098

=====

What is the E in the first record?
-96180.8148 eV